No. 1
Here is a 9-piece molecular cluster, C5H25NO10 overall from the OMol25 dataset. Energies are from ωB97M-V/def2-TZVPD.

The energy above the lowest of the compared OMol25 structures with the same formula, charge and spin comes out at 53.1 kcal/mol. The structure (SMILES) is CCCC(=O)NC=O.O.O.O.O.O.O.O.O. Its HOMO-LUMO gap is 0.3812 hartree.

Each line ends with the Mulliken charge.
Atoms and positions in Å:
O  -2.4285  0.2759  2.8426  -0.58
C  -1.9355  0.1316  1.7619  0.25
N  -1.5293  -1.1549  1.3113  0.18
C  -0.5157  -1.3900  0.3804  -0.36
O  0.1647  -0.5889  -0.2267  -0.45
C  -2.0803  1.2843  0.6936  -0.33
C  -3.1944  0.7208  -0.2226  -0.59
C  -2.8258  0.0881  -1.6124  -0.75
H  -1.7149  -2.0189  1.8045  0.27
H  -0.4274  -2.4375  0.0879  0.39
H  -1.1894  1.4370  0.1037  0.07
H  -2.5036  2.1305  1.2340  0.38
H  -3.7907  -0.1416  0.1136  0.30
H  -3.9972  1.4012  -0.4879  0.51
H  -1.7297  -0.0417  -1.8391  0.13
H  -3.1695  0.6998  -2.4256  0.36
H  -3.2658  -0.8893  -1.6162  0.14
H  3.1461  0.0847  2.5374  0.30
H  4.4109  -0.5491  1.8271  0.29
O  3.5664  -0.7349  2.2707  -0.60
H  -3.3701  -2.6952  -0.4227  0.26
H  -2.9134  -4.1312  -0.3060  0.28
O  -2.6165  -3.2239  -0.1572  -0.54
H  3.6617  1.1364  -2.6245  0.25
H  2.1474  0.9502  -2.3489  0.25
O  3.0116  0.9747  -1.9353  -0.52
H  1.1044  -1.7855  -2.1674  0.29
H  1.2199  -3.2222  -2.4806  0.33
O  1.0072  -2.3952  -2.9278  -0.65
H  2.3341  -2.6479  2.6414  0.30
H  1.8750  -2.0104  1.3260  0.34
O  1.5675  -2.5363  2.0801  -0.63
H  1.2443  0.7827  0.5268  0.42
H  2.8257  0.9752  0.2375  0.18
O  1.9977  1.3817  0.5012  -0.49
H  1.5059  3.4174  -1.6958  0.33
H  1.9751  2.7893  -2.9287  0.30
O  1.8630  3.6778  -2.5585  -0.61
H  1.9915  2.8716  1.9219  0.31
H  0.8564  3.6196  2.5955  0.30
O  1.7213  3.7640  2.1848  -0.63

No. 2
Here is a 2-piece molecular cluster, C24H26N3O2 overall from the OMol25 dataset. Energies are from ωB97M-V/def2-TZVPD.

Its charge is +1. The energy above the lowest of the compared OMol25 structures with the same formula, charge and spin comes out at 0.0 kcal/mol. Its HOMO-LUMO gap is 0.1968 hartree.

Each line ends with the Mulliken charge.
Atoms and positions in Å:
C  6.8462  4.2847  -1.1840  -0.80
O  6.2698  2.9620  -1.1825  -0.42
C  4.9142  2.8483  -1.1820  0.89
C  4.3797  1.5362  -1.1794  -0.86
C  3.0144  1.3464  -1.1755  -0.59
C  2.1122  2.4393  -1.1742  0.44
C  0.6873  2.2210  -1.1669  1.22
O  -0.0291  3.3776  -1.1602  -0.43
C  -1.4095  3.3475  -1.1618  0.43
C  -2.1099  2.1223  -1.1561  0.73
C  -3.5318  2.1986  -1.1725  -0.64
C  -4.1600  3.4317  -1.1778  -0.68
C  -3.4219  4.6287  -1.1759  -0.41
C  -2.0324  4.5872  -1.1717  -0.63
C  -1.3432  0.9409  -1.1338  -0.54
C  0.0412  0.9908  -1.1607  -0.70
C  2.6599  3.7415  -1.1790  -0.70
C  4.0264  3.9539  -1.1823  -0.58
H  7.9236  4.1174  -1.1843  0.24
H  6.5511  4.8389  -2.0858  0.34
H  6.5519  4.8406  -0.2830  0.34
H  5.0686  0.6947  -1.1796  0.43
H  2.6090  0.3394  -1.1742  0.36
H  -4.0930  1.2579  -1.1797  0.43
H  -5.2501  3.4772  -1.1835  0.39
H  -3.9275  5.5926  -1.1810  0.41
H  -1.4242  5.4868  -1.1773  0.45
H  -1.8435  -0.0272  -1.1293  0.56
H  0.6434  0.0821  -1.1782  0.44
H  2.0075  4.6083  -1.1809  0.44
H  4.4140  4.9730  -1.1845  0.40
C  1.6359  -5.3357  0.2397  -0.50
C  0.4446  -4.6654  -0.0085  -0.21
N  -0.5057  -5.2594  0.8010  0.24
C  -1.9271  -4.8872  0.9333  -1.17
C  -2.1155  -3.8236  2.0175  0.44
C  -3.5852  -3.4122  2.2130  -0.78
C  -3.5012  -1.9349  2.6220  -0.65
C  -2.1730  -1.4200  2.0285  -0.16
N  -1.4497  -2.6072  1.6730  -0.19
C  0.1265  -6.2481  1.5244  -0.02
N  1.4108  -6.3037  1.1926  -0.66
H  2.5982  -5.1620  -0.2198  0.39
H  0.2306  -3.8560  -0.6871  0.44
H  -2.2721  -4.4776  -0.0291  0.35
H  -2.5065  -5.7856  1.1890  0.25
H  -1.7293  -4.2476  2.9707  0.19
H  -4.1059  -3.5160  1.2515  0.34
H  -4.0764  -4.0488  2.9556  0.38
H  -4.3627  -1.3596  2.2796  0.36
H  -3.4313  -1.8744  3.7132  0.28
H  -2.3637  -0.8241  1.1215  -0.26
H  -1.6184  -0.7661  2.7214  0.39
H  -0.4406  -2.5703  1.6401  0.28
H  -0.4268  -6.8547  2.2346  0.35

Q: The lowest HOMO-LUMO gap belongs to which entry?
A: C24H26N3O2